A 2-piece molecular cluster, C9H8N2O2 overall at a distorted geometry, computed with the ωB97M-V functional and the def2-TZVPD basis.

The geometry in ORCA input format:
```
! RIJCOSX wB97M-V def2-TZVPD def2/J DEFGRID3
* xyz 0 1
C -1.845 -2.308 -0.830
C -0.564 -2.679 -0.412
C -2.176 -0.914 -1.063
C 0.323 -1.722 0.158
C -1.122 -0.041 -0.704
C -0.005 -0.500 -0.112
C -1.262 1.396 -0.971
C 1.708 -0.067 4.953
C 1.937 2.420 -1.482
N -0.320 2.194 -1.050
N 0.837 1.993 -0.630
O 2.067 -0.748 4.108
O 1.385 0.605 5.820
H -2.551 -3.094 -0.933
H -0.395 -3.688 -0.235
H -3.233 -0.493 -1.195
H 1.204 -2.002 0.680
H -2.288 1.802 -1.115
H 2.808 2.176 -0.990
H 1.638 2.110 -2.488
H 1.853 3.562 -1.509
*
```

## Properties
Energy above the lowest of the compared OMol25 structures with the same formula, charge and spin: 135.1 kcal per mole
Max |F|: 4.6 eV/A
M: 176.2 u
Gap between HOMO and LUMO (alpha / beta): 0.288 / 0.295 hartree